Record 1
The following is a DFT calculation (wB97M-V/def2-TZVPD) of 2 unconnected molecules or ions with the total composition C6H13N2P at a distorted geometry.

Output
- DFT total energy: -687.1390 Eh
- Highest occupied orbital energy: -9.19 eV
- HOMO-LUMO gap: 8.763 eV
- 2S+1: 1
- E_LUMO: -0.422 eV

Each line ends with the natural charge from an NBO analysis.
Positions of all 22 atoms, in Å:
C (-5.14, 1.98, -0.23)  0.267
C (3.32, 0.49, -0.63)  -0.607
C (1.87, -0.06, -0.63)  -0.417
C (1.31, -0.04, 0.78)  -0.394
C (0.02, -0.84, 0.78)  -0.377
C (-1.07, 0.15, 0.23)  -0.238
N (-4.53, 1.32, 0.49)  -0.735
N (-2.27, -0.58, 0.21)  -0.863
P (-2.90, -1.80, -0.51)  0.836
H (-2.08, -2.04, -1.71)  -0.161
H (3.38, 1.54, -0.32)  0.199
H (3.82, 0.64, -1.54)  0.209
H (4.08, -0.15, -0.07)  0.199
H (2.00, -0.96, -1.19)  0.204
H (1.38, 0.51, -1.32)  0.202
H (1.94, -0.49, 1.49)  0.206
H (1.14, 0.97, 1.11)  0.200
H (0.17, -1.62, 0.11)  0.207
H (-0.18, -1.04, 1.85)  0.214
H (-0.99, 0.48, -0.85)  0.196
H (-1.08, 0.95, 0.86)  0.189
H (-4.21, 0.58, 1.09)  0.462

Record 2
The following is a DFT calculation (wB97M-V/def2-TZVPD) of a molecular structure, CH2IO3S at a distorted geometry.

Output
- DFT total energy: -960.9361 Eh
- Highest occupied orbital energy: -4.52 eV
- HOMO-LUMO gap: 7.595 eV
- 2S+1: 1
- Charge: -1
- E_LUMO: 3.072 eV

Each line ends with the natural charge from an NBO analysis.
Positions of all 8 atoms, in Å:
C (0.41, -0.06, 0.06)  -0.800
O (1.46, -2.27, -1.35)  -0.997
O (1.82, -2.23, 1.10)  -1.011
O (-0.37, -2.98, 0.26)  -0.975
S (0.83, -2.23, -0.01)  2.332
I (2.38, 0.54, -0.03)  0.070
H (-0.02, 0.32, -0.85)  0.202
H (0.00, 0.14, 0.94)  0.179

Record 3
The following is a DFT calculation (wB97M-V/def2-TZVPD) of a molecular structure, C25H22F6N4O6PSTi.

Output
- DFT total energy: -3824.9438 Eh
- Highest occupied orbital energy (alpha / beta): -8.64 / -8.63 eV
- HOMO-LUMO gap (alpha / beta): 7.098 / 7.140 eV
- 2S+1: 2
- ⟨S²⟩: 0.754
- E_LUMO (alpha / beta): -1.538 / -1.490 eV

Each line ends with the Mulliken spin population.
Positions of all 66 atoms, in Å:
Ti (-1.14, -0.27, 1.92)  0.986
O (4.38, -1.22, 4.26)  -0.002
C (3.28, -0.97, 3.86)  0.002
C (2.93, -0.08, 2.65)  -0.005
O (3.72, 0.45, 1.90)  -0.003
C (1.48, -0.09, 2.61)  0.021
C (0.93, -0.91, 3.57)  0.009
O (-0.38, -1.03, 3.59)  -0.008
C (1.95, -1.49, 4.45)  0.000
O (1.82, -2.21, 5.40)  0.001
O (0.67, 0.52, 1.78)  -0.026
N (-1.48, 1.95, 1.28)  0.001
C (-2.88, 2.18, 1.20)  0.007
C (-3.53, 2.99, 0.33)  -0.005
C (-4.95, 3.07, 0.37)  0.002
C (-5.68, 2.36, 1.28)  -0.002
C (-5.03, 1.49, 2.19)  0.001
C (-5.67, 0.69, 3.15)  -0.001
C (-4.94, -0.15, 3.95)  -0.001
C (-3.55, -0.20, 3.79)  0.004
N (-2.92, 0.53, 2.90)  0.026
C (-3.63, 1.40, 2.12)  -0.019
H (-0.91, 2.40, 0.54)  0.001
H (-1.10, 2.31, 2.16)  0.008
H (-2.98, 3.58, -0.39)  0.000
H (-5.45, 3.72, -0.34)  0.000
H (-6.76, 2.44, 1.30)  0.000
H (-6.75, 0.73, 3.23)  0.000
H (-5.41, -0.78, 4.69)  0.000
H (-2.93, -0.88, 4.36)  -0.004
C (3.85, -2.54, -1.32)  0.000
C (3.73, -1.02, -1.33)  0.000
C (2.38, -0.59, -0.79)  0.001
N (2.25, 0.86, -0.76)  -0.001
C (1.20, 1.59, -1.09)  0.007
S (1.01, 3.19, -0.64)  0.000
N (0.16, 0.97, -1.80)  0.003
C (0.15, 0.31, -3.03)  0.001
O (-0.89, -0.11, -3.46)  0.000
C (1.44, 0.17, -3.77)  0.000
C (1.70, -1.05, -4.39)  0.000
C (2.87, -1.22, -5.11)  0.000
C (3.76, -0.16, -5.25)  0.000
C (3.48, 1.06, -4.66)  0.000
C (2.33, 1.23, -3.91)  0.000
H (4.82, -2.86, -1.72)  0.000
H (3.07, -3.00, -1.93)  0.000
H (3.77, -2.94, -0.31)  0.000
H (3.85, -0.64, -2.35)  0.000
H (4.52, -0.57, -0.72)  0.000
H (2.25, -0.96, 0.23)  0.000
H (1.57, -1.01, -1.38)  0.000
H (2.91, 1.34, -0.16)  0.000
H (-0.76, 1.31, -1.56)  -0.001
H (0.98, -1.86, -4.29)  0.000
H (3.08, -2.17, -5.58)  0.000
H (4.67, -0.29, -5.83)  0.000
H (4.17, 1.89, -4.78)  0.000
H (2.12, 2.19, -3.45)  0.000
F (-0.43, -1.94, 0.66)  0.003
P (-1.96, -2.33, 0.07)  -0.003
F (-1.72, -3.84, 0.35)  0.000
F (-2.13, -0.63, 0.00)  -0.001
F (-2.40, -2.07, 1.69)  0.000
F (-3.47, -2.48, -0.32)  0.000
F (-1.42, -2.35, -1.39)  0.000

Record 4
The following is a DFT calculation (wB97M-V/def2-TZVPD) of a molecular structure, C47H49CaF8GeN8OPS at a distorted geometry.

Output
- DFT total energy: -6626.8654 Eh
- Highest occupied orbital energy: -0.52 eV
- HOMO-LUMO gap: 4.475 eV
- 2S+1: 1
- Charge: -2
- E_LUMO: 3.957 eV

Each line ends with the Mulliken charge.
Positions of all 117 atoms, in Å:
Ca (-0.64, -0.29, 0.56)  3.077
C (0.57, 2.31, 2.54)  -1.221
N (0.83, 0.99, 1.98)  0.607
C (1.41, 0.02, 2.91)  -1.919
C (0.90, -1.40, 2.61)  1.125
N (-0.53, -1.47, 2.87)  -0.160
C (-0.73, -2.57, 3.62)  0.177
C (-1.91, -3.18, 4.06)  -0.642
C (-1.85, -4.41, 4.72)  -0.710
C (-0.65, -5.03, 5.00)  -0.591
C (0.56, -4.40, 4.66)  -0.779
C (0.51, -3.19, 4.00)  0.314
N (1.52, -2.33, 3.60)  -0.110
C (-0.83, 2.84, 2.37)  0.562
N (-1.94, 2.19, 2.60)  -0.516
C (-2.96, 3.10, 2.40)  0.429
C (-4.34, 2.96, 2.51)  -0.510
C (-5.13, 4.08, 2.27)  -0.643
C (-4.57, 5.31, 1.94)  -0.396
C (-3.20, 5.48, 1.83)  -1.178
C (-2.41, 4.35, 2.05)  0.578
N (-1.05, 4.15, 2.06)  0.009
H (0.73, 2.26, 3.62)  0.435
H (1.26, 3.06, 2.14)  0.272
H (1.40, 1.05, 1.14)  -0.241
H (2.51, 0.01, 2.86)  -0.335
H (1.11, 0.26, 3.93)  0.622
H (-2.87, -2.69, 3.89)  0.666
H (-2.78, -4.91, 5.01)  0.374
H (-0.63, -6.00, 5.48)  0.331
H (1.52, -4.85, 4.90)  0.392
H (2.41, -2.72, 3.33)  0.157
H (-4.78, 2.01, 2.78)  0.476
H (-6.20, 3.99, 2.34)  0.372
H (-5.22, 6.16, 1.77)  0.359
H (-2.76, 6.43, 1.58)  0.403
H (-0.36, 4.78, 1.69)  0.275
C (0.98, 3.93, -1.32)  -1.706
N (0.02, 2.88, -1.02)  0.662
C (-1.17, 3.13, -1.40)  -0.568
C (-2.32, 2.30, -1.27)  -0.367
C (-3.58, 2.65, -1.79)  -0.989
C (-4.43, 1.59, -1.52)  -1.587
C (-3.65, 0.65, -0.83)  -0.867
N (-2.38, 1.07, -0.65)  1.360
C (1.36, 4.06, -2.79)  0.772
C (2.10, 5.17, -3.19)  -0.717
C (2.48, 5.32, -4.52)  -0.552
C (2.13, 4.36, -5.46)  -0.461
C (1.40, 3.25, -5.05)  -0.511
C (1.02, 3.10, -3.73)  0.195
H (1.90, 3.72, -0.76)  0.494
H (0.60, 4.91, -1.00)  0.501
H (-1.38, 4.08, -1.93)  0.117
H (-3.81, 3.57, -2.31)  0.484
H (-5.47, 1.49, -1.78)  0.446
H (-3.99, -0.29, -0.43)  0.664
H (2.39, 5.92, -2.47)  0.368
H (3.07, 6.18, -4.82)  0.361
H (2.43, 4.47, -6.49)  0.375
H (1.13, 2.49, -5.78)  0.373
H (0.48, 2.23, -3.40)  0.116
F (-6.69, -3.61, 2.38)  -0.310
C (-5.68, -4.28, 1.79)  0.742
F (-5.43, -5.36, 2.57)  -0.260
F (-6.18, -4.78, 0.63)  -0.286
C (-4.48, -3.44, 1.56)  0.483
C (-4.44, -2.09, 1.90)  -1.016
C (-3.31, -1.37, 1.61)  -0.799
N (-2.25, -1.87, 0.96)  1.782
C (-2.28, -3.18, 0.69)  -1.137
C (-3.34, -4.00, 1.00)  -1.263
H (-5.30, -1.63, 2.38)  0.497
H (-3.21, -0.33, 1.91)  0.292
H (-1.39, -3.57, 0.21)  0.461
H (-3.31, -5.06, 0.77)  0.407
C (-0.48, -0.55, -4.13)  -1.064
P (-0.79, -1.71, -2.77)  1.387
C (0.10, -3.23, -3.24)  -1.218
C (-2.55, -2.14, -2.85)  -1.012
O (-0.36, -1.18, -1.47)  -1.666
H (-0.82, -0.93, -5.09)  0.513
H (0.59, -0.35, -4.15)  0.108
H (-1.01, 0.38, -3.89)  0.286
H (-0.35, -3.72, -4.11)  0.442
H (0.10, -3.91, -2.39)  0.294
H (1.14, -2.96, -3.47)  0.318
H (-2.84, -2.49, -3.84)  0.509
H (-3.11, -1.24, -2.59)  0.153
H (-2.75, -2.90, -2.10)  0.241
C (4.59, -1.06, 1.29)  -1.506
Ge (3.04, -2.20, 0.76)  0.766
C (3.66, -3.96, 1.57)  -1.756
C (3.21, -2.62, -1.18)  -0.993
C (1.18, -1.77, 1.15)  -0.052
H (5.43, -1.29, 0.63)  0.434
H (4.90, -1.27, 2.32)  0.507
H (4.38, 0.01, 1.20)  0.268
H (4.55, -4.32, 1.05)  0.408
H (2.88, -4.73, 1.48)  0.353
H (3.91, -3.88, 2.63)  0.525
H (4.22, -2.48, -1.55)  0.414
H (2.54, -1.95, -1.73)  -0.206
H (2.91, -3.65, -1.37)  0.470
H (0.71, -2.75, 0.98)  -0.321
F (8.20, 0.47, -3.41)  -0.356
C (6.97, 0.59, -2.86)  0.589
C (5.85, 0.06, -3.48)  0.034
F (6.00, -0.55, -4.67)  -0.351
C (4.61, 0.20, -2.91)  -0.631
F (3.56, -0.30, -3.60)  -0.351
C (4.38, 0.85, -1.68)  0.794
S (2.85, 0.97, -0.96)  -0.092
C (5.55, 1.40, -1.11)  -0.353
F (5.45, 2.11, 0.02)  -0.394
C (6.80, 1.27, -1.67)  0.241
F (7.87, 1.81, -1.06)  -0.349

Record 5
The following is a DFT calculation (wB97M-V/def2-TZVPD) of C14H20N2O3S in the gas phase.

Output
- DFT total energy: -1278.8941 Eh
- Highest occupied orbital energy: -9.15 eV
- HOMO-LUMO gap: 9.885 eV
- 2S+1: 1
- E_LUMO: 0.738 eV
- SMILES: C[C@H](C(=O)N1CCCC1)N(c1ccccc1)S(C)(=O)=O

Each line ends with the natural charge from an NBO analysis.
Positions of all 40 atoms, in Å:
C (-0.21, -1.81, -1.35)  -0.618
C (0.01, -0.30, -1.24)  -0.134
C (1.49, 0.10, -1.21)  0.703
O (1.88, 0.88, -2.06)  -0.653
N (2.32, -0.48, -0.33)  -0.430
C (1.95, -1.22, 0.86)  -0.223
C (3.14, -1.08, 1.81)  -0.408
C (3.86, 0.16, 1.30)  -0.413
C (3.68, 0.03, -0.21)  -0.216
N (-0.68, 0.24, -0.08)  -0.718
C (-2.07, -0.02, 0.06)  0.219
C (-2.94, -0.08, -1.02)  -0.263
C (-4.28, -0.33, -0.82)  -0.207
C (-4.77, -0.52, 0.47)  -0.213
C (-3.91, -0.45, 1.55)  -0.190
C (-2.56, -0.21, 1.35)  -0.216
S (-0.25, 1.81, 0.38)  2.312
C (-0.40, 2.82, -1.12)  -0.887
O (1.11, 1.79, 0.80)  -0.949
O (-1.22, 2.26, 1.33)  -0.938
H (-0.19, -2.28, -0.37)  0.221
H (-1.18, -2.02, -1.80)  0.224
H (0.56, -2.25, -1.98)  0.229
H (-0.36, 0.17, -2.16)  0.207
H (1.04, -0.79, 1.30)  0.220
H (1.76, -2.27, 0.61)  0.194
H (3.80, -1.95, 1.72)  0.199
H (2.83, -0.99, 2.85)  0.220
H (3.33, 1.06, 1.63)  0.228
H (4.90, 0.21, 1.60)  0.213
H (4.38, -0.70, -0.63)  0.186
H (3.76, 0.97, -0.75)  0.242
H (-2.58, 0.08, -2.03)  0.212
H (-4.95, -0.37, -1.66)  0.215
H (-5.82, -0.71, 0.62)  0.216
H (-4.28, -0.59, 2.55)  0.216
H (-1.88, -0.15, 2.18)  0.229
H (-0.26, 3.84, -0.81)  0.256
H (-1.39, 2.67, -1.52)  0.237
H (0.38, 2.51, -1.81)  0.279

What energy above the lowest of the compared OMol25 structures with the same formula, charge and spin values result from the calculations? In sequence: 0.5557 1.3126 0.7307 0.5480 1.4486 eV.